The following is a DFT calculation (ωB97M-V/def2-TZVPD) of a structure of composition C46H98NO22Rb.

Structure (XYZ):
```
168
Properties=species:S:1:pos:R:3:forces:R:3
Rb 20.554711 14.632742 20.701919 -0.03 0.01 -0.08
N 17.329359 15.435755 19.035362 1.63 -0.27 -1.17
H 18.334057 14.008747 18.611043 0.80 -0.75 -0.06
H 17.969740 16.064791 19.512528 0.34 0.28 0.62
H 16.577307 15.182732 19.615445 -1.18 0.15 0.60
H 17.062836 15.904124 18.177518 -0.56 -0.08 0.04
C 19.453812 18.861133 22.139161 -1.71 0.35 0.49
C 19.321322 18.326920 20.661984 -1.01 0.50 1.63
C 20.302699 19.120266 19.826191 1.05 -0.65 -0.21
O 19.439966 16.979961 20.568090 -0.08 -0.13 -0.13
H 19.389142 19.980853 22.243683 0.08 -0.90 -0.33
H 20.321759 18.535645 22.673564 0.96 -0.32 0.04
H 18.591782 18.468444 22.748302 0.56 0.30 -0.61
H 18.231471 18.699014 20.466901 1.12 -0.32 -0.52
H 21.371935 18.801910 19.998122 -1.00 0.17 0.29
H 20.216577 20.162100 20.120479 0.06 0.34 -0.60
H 20.159494 18.901691 18.767321 -0.25 0.48 -0.17
C 17.433942 11.855520 17.568798 1.06 -1.74 1.18
C 18.901466 12.264290 17.671883 -0.37 0.04 0.24
C 19.515185 12.639114 16.329581 -2.15 -1.97 -0.60
O 19.075985 13.293439 18.626767 -0.54 1.00 0.36
H 16.781619 12.611718 17.205974 -0.49 0.54 -0.63
H 17.116459 11.565214 18.589991 -0.06 0.32 -0.35
H 17.403389 10.898822 17.015382 -0.40 0.66 -0.22
H 19.429987 11.382812 18.087268 0.01 0.37 -0.25
H 19.450522 11.713379 15.715919 0.01 0.37 0.12
H 20.550372 12.776582 16.453618 1.23 1.12 -0.13
H 18.873774 13.358961 15.780024 0.94 0.15 0.47
O 20.927983 18.039451 12.515083 0.59 -3.42 1.27
C 21.178460 16.880941 12.905375 -0.49 2.36 -0.24
O 21.034126 16.434603 14.199267 -1.07 1.34 -0.30
C 20.225014 17.287234 15.105848 1.27 0.63 1.21
C 20.043416 16.574292 16.443658 0.37 -1.58 -0.73
C 21.629370 15.698857 12.074121 -1.05 0.27 -1.32
H 19.266889 17.551538 14.709559 -0.44 -0.13 -0.84
H 20.759485 18.232245 15.342047 -0.11 -0.48 -0.70
H 21.019787 16.518581 16.946997 -0.30 -0.12 -0.02
H 19.696982 15.527036 16.213199 0.25 0.95 0.55
H 19.332475 17.046080 17.130869 0.09 0.08 -0.41
H 21.920042 15.887942 11.009575 -0.36 0.35 1.10
H 20.759536 15.013544 12.064707 0.40 0.20 -0.04
H 22.417503 15.181795 12.557269 0.78 -0.47 0.59
O 8.217005 13.530383 17.904192 0.20 0.13 -0.45
C 9.336528 13.897225 17.631143 -1.28 0.01 1.67
O 10.217392 14.275454 18.565822 0.03 0.75 1.30
C 9.777683 14.166836 19.952565 0.08 0.22 -0.15
C 9.144953 15.376789 20.649942 -0.51 0.97 -1.14
C 9.993078 13.921484 16.345411 -0.27 0.74 -2.50
H 10.668301 13.868517 20.469157 0.55 -0.10 0.31
H 9.080010 13.352102 19.998407 -0.35 -0.36 -0.05
H 8.580023 14.972799 21.488782 -0.03 0.15 0.08
H 8.430973 15.948693 19.995999 0.43 -0.88 0.44
H 9.817545 16.164849 21.018197 0.25 -0.58 -0.10
H 10.945140 14.457394 16.437855 -0.26 -0.34 -0.44
H 9.348496 14.302161 15.495256 0.66 -0.05 1.22
H 10.100189 12.887010 16.081417 0.64 -0.66 -0.22
O 19.352167 13.967102 23.232411 -1.93 1.36 1.08
C 18.366035 14.656358 23.572968 2.81 -0.16 -0.61
O 17.187258 14.518902 22.998620 0.22 -0.76 0.19
C 17.067488 13.359065 22.149949 0.08 -0.41 -0.35
C 15.622524 13.001390 22.183740 -0.32 -0.73 -1.96
C 18.382563 15.852171 24.517075 -0.91 -0.56 -1.10
H 17.670830 12.513911 22.450341 0.32 0.08 0.77
H 17.471537 13.564385 21.150976 -0.46 0.43 0.03
H 15.061484 13.895530 22.012082 -0.68 0.47 -0.10
H 15.257455 12.501927 23.051259 0.12 -0.10 1.01
H 15.405578 12.294004 21.357378 0.06 0.43 0.21
H 19.029624 15.762290 25.350339 1.31 -0.14 0.27
H 17.410801 15.869750 24.989439 -0.54 0.50 -0.24
H 18.568439 16.737708 23.871915 -0.09 -0.44 0.67
O 15.572837 24.421021 16.107994 0.08 0.04 0.60
C 14.807438 23.901831 16.876658 -1.46 -1.06 -0.86
O 15.146675 23.005001 17.839141 -0.03 0.52 0.21
C 16.564559 22.818445 18.061916 0.38 0.55 -1.68
C 16.865313 22.327629 19.420049 -1.30 -1.96 0.00
C 13.248937 24.061836 16.748082 1.51 -0.63 0.71
H 17.048821 23.750690 17.847725 0.22 0.74 0.10
H 16.943081 22.180781 17.262481 -0.10 -0.40 0.12
H 17.905063 22.154742 19.604108 0.70 -0.03 -0.20
H 16.340194 21.347399 19.540860 0.42 0.63 0.25
H 16.501030 22.998026 20.152917 -0.43 0.70 0.85
H 13.125505 25.109728 16.586806 -0.43 0.82 0.32
H 12.746560 23.659408 17.646197 0.13 0.41 -0.58
H 12.860598 23.614098 15.831673 0.34 -0.39 0.16
O 25.001177 12.407772 19.118446 -0.69 0.78 -0.57
C 23.945351 12.995174 19.236281 1.30 -0.81 0.77
O 23.153066 12.704010 20.298078 -0.63 0.06 -0.10
C 23.599706 11.666336 21.238019 0.91 0.85 0.05
C 22.611450 11.668261 22.382407 0.48 -1.43 -0.37
C 23.339743 14.028775 18.286804 1.23 -1.39 0.63
H 24.648067 11.977082 21.567500 -1.36 -0.77 -0.44
H 23.593283 10.661183 20.771696 0.29 0.78 -0.13
H 22.683677 12.516995 22.999949 -0.25 1.44 0.43
H 22.910392 10.863976 23.054465 -0.08 -0.30 -0.04
H 21.597809 11.446867 22.045652 0.01 0.26 0.06
H 23.085258 14.940143 18.787688 -0.15 0.50 0.28
H 22.461581 13.506783 17.972816 -0.86 0.14 -0.72
H 24.051999 14.196075 17.475919 -0.32 0.01 0.12
O 17.028254 10.887087 11.105468 0.16 1.17 0.46
C 17.351781 12.023464 11.439072 -0.61 -2.62 -0.58
O 16.680089 12.780990 12.267987 -1.30 0.15 1.46
C 15.608254 12.126040 13.068084 -1.20 0.56 -1.14
C 14.630632 13.216833 13.566744 -0.59 -0.83 -0.06
C 18.592632 12.643300 10.994121 2.12 0.84 0.89
H 16.073952 11.664769 13.964413 -0.14 -0.17 -0.98
H 15.005985 11.428361 12.355404 1.52 0.80 1.60
H 14.173806 12.807122 14.491112 0.16 0.33 -0.45
H 13.815945 13.414446 12.843697 0.51 -0.11 0.26
H 15.076891 14.177736 13.793829 0.40 0.01 0.05
H 19.414486 12.394435 11.738952 -1.14 0.77 -0.22
H 18.501150 13.733387 10.834280 0.25 -0.60 0.13
H 19.006265 12.114270 10.175580 -0.13 -0.21 -1.36
O 14.170052 11.875028 16.781652 -1.57 0.85 2.01
C 13.822174 12.537005 17.772515 1.98 -2.18 -1.11
O 13.166849 12.018181 18.850273 -0.45 0.93 -0.39
C 12.528907 10.742231 18.695406 -1.02 -0.68 0.04
C 11.969645 10.167987 20.017554 -0.28 1.75 0.16
C 14.282832 13.948807 17.903401 -2.02 0.94 -0.49
H 13.271680 10.095171 18.299508 0.59 -0.82 -0.38
H 11.706173 10.768796 17.952101 0.48 0.43 0.27
H 11.580154 9.169535 19.932669 -0.46 -0.32 -0.71
H 11.177934 10.829056 20.482287 0.86 -0.69 -0.59
H 12.752350 10.023595 20.733202 0.67 0.35 0.56
H 14.883008 14.233405 18.742561 -0.44 -0.18 1.17
H 13.310456 14.572211 17.811395 1.85 -0.53 0.29
H 14.986034 14.146506 17.113474 -0.29 0.15 -0.86
O 14.650484 15.985261 11.759200 -0.60 -0.83 -0.38
C 15.038995 16.038887 10.602470 -0.74 -1.13 2.47
O 15.765002 17.043633 10.240052 0.63 1.34 -1.16
C 16.141845 17.925910 11.327073 0.13 -0.47 -0.01
C 17.383254 17.365075 11.936720 1.42 -1.04 1.82
C 14.772273 14.993824 9.569468 -2.77 1.32 1.10
H 15.346076 18.017965 12.095503 0.47 0.11 -0.97
H 16.364359 18.840542 10.807988 -0.07 0.54 0.04
H 18.152879 17.010961 11.234494 -0.43 0.42 -0.19
H 17.263706 16.499008 12.657104 -0.51 0.83 -0.87
H 17.868689 18.125169 12.556057 0.02 0.13 -0.15
H 15.672374 14.716121 9.132982 1.44 -0.83 -0.96
H 14.131017 15.558529 8.853372 0.39 -0.86 0.00
H 14.182339 14.197518 10.084661 0.72 0.48 -0.77
O 14.458073 16.955045 18.830572 -1.49 0.63 0.08
C 13.424405 17.492226 19.204453 1.62 -0.01 0.52
O 13.009323 17.409670 20.505310 -0.17 0.13 -0.92
C 13.916831 16.801288 21.427869 0.45 0.32 0.73
C 15.009495 17.767506 21.898337 -0.41 0.62 0.90
C 12.550591 18.428126 18.414375 -1.38 -0.48 0.63
H 14.380372 15.934143 20.980252 -0.04 -0.33 -0.19
H 13.309730 16.485261 22.309535 0.33 0.27 -0.80
H 15.498859 17.332461 22.781386 0.18 -0.02 -0.44
H 14.595992 18.708378 22.261058 -0.66 -0.08 0.29
H 15.734984 18.177772 21.204661 0.28 -0.93 -0.60
H 11.551048 17.984641 18.264643 0.48 -0.33 -0.35
H 12.937188 18.826617 17.496412 0.49 -0.31 -0.36
H 12.249008 19.244215 19.045658 0.34 0.58 0.50
O 16.536960 16.894051 16.348450 -0.36 -0.20 -0.02
C 15.983467 17.960207 16.432341 0.07 1.50 -0.29
O 14.948332 18.386711 15.663859 0.29 -0.32 0.10
C 14.430369 17.417622 14.703915 1.36 0.99 -0.96
C 13.160912 16.899779 15.233458 0.07 -1.14 -0.04
C 16.527418 19.110289 17.253200 0.07 -0.28 1.61
H 15.238725 16.700652 14.600778 -0.28 -0.34 -0.37
H 14.257890 17.961126 13.717180 0.38 -0.63 1.43
H 12.457801 17.652739 15.049993 -1.44 1.14 0.45
H 13.243273 16.591848 16.268226 -0.05 0.14 0.25
H 12.812783 16.060142 14.664101 -0.02 -0.66 -0.43
H 15.886124 19.953149 17.538182 -0.23 -0.31 -0.84
H 17.429316 19.453618 16.778992 0.28 0.39 -0.57
H 16.904835 18.773453 18.228836 -0.14 -0.51 -0.24
```
Positions in Å, forces in eV/Å.

Output
HOMO   -0.2664 hartree
F_max   0.0719 Eh/bohr
Net charge   0
Electronic energy   -96482.571 eV